No. 1
99
Properties=species:S:1:pos:R:3:mulliken_charge:R:1 method="wB97M-V/def2-TZVPD" orbital_gap_ev=7.34 e_homo_ha=-0.2034 spin_multiplicity=5 s2=6.006 charge=-1
Pm 0.62461 1.36175 -1.72034 0.302
S -0.46825 7.17330 2.89675 1.308
S 1.12729 -1.14348 -3.48467 1.786
Si -1.99738 -0.37211 0.49447 -0.430
O -0.01314 -0.24066 -3.65554 -0.717
O 0.27858 8.36788 2.54669 -0.706
O -1.84460 7.15352 2.43495 -0.725
O 2.21204 -1.08731 -4.42372 -0.839
O -0.28286 6.73585 4.26968 -0.686
N 0.17460 0.82917 1.90043 0.790
N 2.17962 2.64150 -0.06649 0.396
N 1.59761 -0.72200 -2.00335 0.515
N 3.43788 -2.21274 -1.82304 -0.303
N -1.09336 -6.61963 -3.63512 -0.602
N 3.34444 -0.15321 -0.64588 -0.020
C -0.56723 -5.33427 -3.58863 1.182
C -4.64294 -1.21923 -0.06528 -0.450
C 1.34174 -3.85748 -3.60503 -0.484
C 1.02846 -0.36319 1.82198 0.390
C 0.10824 3.80687 -3.07690 -0.965
C -1.57496 -4.27568 1.82159 -0.814
C 2.33176 4.73362 1.26196 -0.424
C -1.41684 -4.22722 -3.54051 -0.710
C 0.60913 1.65646 3.04173 -1.108
C 4.50642 -0.43780 -0.07267 0.051
C 0.28298 2.70554 -3.94122 -0.697
C -5.84540 -0.09805 2.16612 -0.719
C -1.95472 -2.94941 1.65364 -0.373
C 2.84708 -1.06451 -1.49097 0.033
C -1.45232 -2.17490 0.59972 0.191
C 0.62718 0.90738 4.37399 -0.763
C -0.89796 -2.94726 -3.50870 0.098
C 4.61321 -2.45876 -1.24797 -0.286
C 0.81661 -5.13308 -3.63170 -0.959
C 2.32673 3.29872 -3.12902 -0.921
C -3.84212 -0.52935 0.85279 0.581
C 1.37087 4.17478 -2.57941 -0.297
C 0.19341 3.89548 0.59503 0.911
C -6.01064 -1.35509 0.12559 -0.622
C 0.32377 5.88018 1.94311 -0.113
C -0.68786 -4.86672 0.92502 -0.966
C 1.56647 3.77835 0.60769 -0.364
C -1.65930 0.56212 -1.02765 -1.013
C -0.18569 -4.12288 -0.13398 -0.632
C -1.27062 0.52930 1.97827 -1.005
C 5.20571 -1.60042 -0.34174 -1.064
C 1.04694 -1.21084 3.08970 -0.691
C -0.43470 4.94275 1.25584 -1.107
C -4.47217 0.02963 1.96779 -0.175
C 1.71697 5.78203 1.92815 -0.944
C 1.66153 2.38547 -3.96858 -0.583
C -6.61626 -0.79426 1.24695 -0.512
C 0.48204 -2.76335 -3.52868 -0.731
C -0.56798 -2.79266 -0.28400 0.565
C 1.48902 -0.35310 4.27540 -0.944
H 2.05126 -0.01397 1.62779 0.310
H -0.41447 3.14458 0.10869 0.125
H 4.89601 0.29980 0.62291 0.431
H -1.55296 -2.08702 -3.44898 0.358
H 1.62554 2.01206 2.82938 0.354
H 6.15430 -1.82053 0.12572 0.422
H 5.09523 -3.39118 -1.52381 0.433
H -2.33665 1.42653 -0.95383 0.608
H 2.11835 1.62059 -4.57625 0.749
H -1.79878 1.49180 2.03907 0.609
H 3.39765 3.36638 -3.00210 0.546
H -7.68454 -0.89658 1.39815 0.361
H 2.29956 6.53321 2.44769 0.386
H -0.14663 -2.21307 -1.09185 0.368
H -2.49086 -4.37617 -3.51160 0.304
H 2.97935 2.95649 -0.60170 0.413
H 1.48084 -5.99052 -3.68309 0.267
H 2.52652 1.98215 0.62364 -0.036
H -2.66575 -2.51227 2.35082 0.412
H -0.46870 -7.36095 -3.36743 0.210
H 0.05405 -1.63268 3.27500 0.225
H -0.02113 2.54294 3.09805 0.505
H -0.48052 2.23959 -4.54032 0.609
H 2.53552 -0.05474 4.12089 0.310
H -1.97526 -4.85181 2.64844 0.422
H -2.02097 -6.73047 -3.26238 0.215
H -0.39347 0.63358 4.65974 0.284
H 0.73637 -0.96506 0.96125 -0.960
H -0.39280 -5.90228 1.05372 0.381
H 0.50384 -4.56905 -0.84403 0.521
H -1.51312 5.04182 1.26171 0.563
H 0.99440 1.58255 5.15065 0.461
H -3.88890 0.58044 2.70076 0.265
H -6.30989 0.34738 3.03818 0.388
H -1.54001 -0.01452 2.89942 0.513
H -0.82046 4.32692 -2.89347 0.527
H 3.41469 4.64426 1.25738 0.431
H 1.56485 5.01139 -1.92526 0.615
H 2.41078 -3.69552 -3.62141 0.506
H 1.71982 -2.06014 2.93906 0.485
H 1.46005 -0.92289 5.20707 0.454
H -4.18460 -1.66606 -0.94566 0.317
H -1.98430 -0.01086 -1.90772 0.296
H -6.60786 -1.89709 -0.59853 0.404



No. 2
99
Properties=species:S:1:pos:R:3:mulliken_charge:R:1 method="wB97M-V/def2-TZVPD" orbital_gap_ev="4.75 / 5.07" e_homo_ha="-0.5488 / -0.5485" spin_multiplicity=2 s2=0.769 charge=+3
Re -0.99581 1.61203 -1.09330 3.342
S -0.91567 1.80741 1.11905 -0.695
S 1.34791 1.41863 -1.10565 -0.576
O -1.60423 -1.49616 -1.48146 -0.417
O 0.06089 -1.14236 0.04966 0.290
O -1.15873 1.55694 -3.09591 -0.778
N -3.18037 1.64740 -1.17985 -0.062
N -0.86047 3.29357 -4.45379 0.035
N -5.94759 1.72384 -1.37203 -0.580
N 0.96472 0.79285 2.73531 0.385
N -5.94858 -0.34257 -2.36512 -0.385
N 3.02855 1.27992 0.94895 0.124
N -0.83926 4.09663 -1.34387 0.003
C 0.70626 1.27174 1.57090 0.164
C -5.26189 2.70838 -0.82024 -0.461
C 1.79491 1.34131 0.54106 0.457
C 0.70233 0.99100 6.22812 -0.281
C -1.34243 -6.49465 -1.17956 1.996
C -0.53829 -7.57040 -0.45141 -2.101
C -1.13211 -2.73449 -1.02863 0.014
C -3.88331 2.69229 -0.70123 -0.201
C 6.68156 -1.56463 0.55011 -0.663
C -3.84686 0.64306 -1.73989 -0.296
C -2.82670 -6.66954 -0.82710 -1.547
C -2.26079 1.43413 -5.20457 -1.390
C -0.39362 4.72449 -2.45235 1.035
C -1.27973 6.25164 -0.37182 -1.145
C 0.40692 1.55050 4.99066 0.523
C 4.81560 -0.12361 0.07134 0.583
C 0.15314 3.89539 -3.58901 -1.353
C -0.01933 0.66827 3.84867 -1.142
C 6.11909 -0.29497 0.52142 -0.394
C -0.84529 6.88927 -1.52012 -0.458
C -1.14556 -6.67829 -2.69137 -1.555
C -0.90487 -5.08265 -0.78843 0.704
C 1.18546 3.17807 7.09767 -0.461
C 4.07072 -1.22696 -0.34402 -0.047
C -1.54154 -3.98982 -1.39687 -1.207
C -5.26069 0.67254 -1.82407 0.395
C 5.93843 -2.66014 0.13849 -0.509
C 4.63236 -2.49167 -0.30756 -0.746
C 0.50202 2.92856 4.80897 -0.186
C -1.39249 2.11520 -4.20658 0.593
C 0.51080 -3.56209 0.51694 -1.694
C 3.33997 1.17083 2.38357 -0.658
C 2.31948 0.28686 3.04301 -0.630
C 1.08613 1.80792 7.28321 -0.677
C 0.89382 3.73991 5.86007 -0.782
C -0.38705 6.10497 -2.56788 -0.927
C 0.10135 -4.84390 0.15164 -0.711
C -1.25394 4.87095 -0.33237 -0.355
C 4.20021 1.25111 0.03634 -1.257
C -0.13396 -2.51942 -0.10112 0.930
B -0.85219 -0.56107 -0.81393 0.249
H -2.07295 0.36306 -5.16344 0.321
H -1.63476 6.80659 0.48453 0.479
H 0.77613 3.08980 -3.20079 -0.071
H 3.85838 1.53876 -0.95463 0.526
H -5.50602 -1.18281 -2.68987 0.185
H 0.96110 4.81054 5.72514 0.438
H -0.88519 -8.55239 -0.77135 0.427
H -5.82881 3.55406 -0.45104 0.413
H -0.10201 -6.53205 -2.97375 0.368
H 1.48345 3.81326 7.92027 0.419
H 6.37859 -3.64757 0.15628 0.422
H -3.30478 1.60697 -4.93362 0.288
H 4.89353 2.01035 0.40106 0.414
H -1.75634 -5.98500 -3.27117 0.305
H -1.43465 -7.68794 -2.98321 0.464
H -1.09491 3.74563 -5.32604 0.289
H -3.34557 3.50116 -0.23691 0.231
H 2.43037 0.29590 4.12511 0.565
H 0.25330 3.37430 3.85033 0.422
H 0.52657 -7.51029 -0.68205 0.440
H -2.32271 -4.12678 -2.13072 0.533
H 0.61707 -0.07888 6.37798 0.430
H 6.70605 0.56154 0.83197 0.427
H -2.09230 1.80083 -6.21390 0.490
H 1.29469 -3.40679 1.24535 0.581
H -3.45996 -5.96597 -1.36950 0.307
H 7.70009 -1.69430 0.88829 0.421
H -1.57930 4.35892 0.56408 0.600
H -1.00287 0.91606 3.45797 0.565
H 4.32919 0.72437 2.46637 0.484
H 3.35774 2.17457 2.81571 0.311
H 0.59184 -5.68350 0.62034 0.502
H -3.15568 -7.67473 -1.09092 0.459
H -6.95416 -0.28330 -2.39007 0.266
H 3.05843 -1.09938 -0.71528 0.417
H 4.06168 -3.34695 -0.64348 0.517
H 1.30383 1.37284 8.24849 0.426
H -2.99771 -6.52855 0.24105 0.369
H 2.37232 -0.74088 2.67366 0.180
H -0.01202 6.56201 -3.47341 0.522
H -0.01116 -0.38604 4.13009 0.402
H 0.78938 4.51062 -4.22104 0.662
H -3.28036 -0.19726 -2.11488 0.415
H -0.66929 -7.51694 0.63051 0.426
H -0.84959 7.96783 -1.59752 0.446



Respective ΔE to the lowest compared entry with this formula, charge and spin values: 0.000, 0.000 eV.
Respective strongest force on any atom values: 0.03290, 0.00668 hartree/bohr.
Respective M values: 926.049, 932.999 g mol⁻¹.